The following is a quantum chemistry calculation of a molecular structure, C31H31BiCl3O5PSSbSe4, from the Open Molecules 2025 dataset.

Geometry as XYZ:
```
78
C31H31BiCl3O5PSSbSe4 the ωB97M-V functional and the def2-TZVPD basis
Bi -0.4676 0.4520 0.1506
C -2.1519 -1.5216 2.8175
O -1.4127 -2.0668 1.7407
C -0.4936 -3.0448 2.1479
C 0.4315 -3.3626 0.9707
O 1.2328 -2.2717 0.5974
C 2.4139 -2.1046 1.3432
C 2.9696 -0.7082 1.0559
O 2.2140 0.3443 1.5889
C 2.1828 0.3858 3.0027
H -2.7085 -2.3044 3.3458
H -2.8481 -0.8054 2.3878
H -1.5013 -1.0076 3.5336
H -1.0224 -3.9647 2.4494
H 0.0913 -2.6935 3.0122
H -0.1901 -3.5771 0.0992
H 1.0512 -4.2438 1.2009
H 3.1659 -2.8474 1.0307
H 2.2355 -2.2384 2.4177
H 2.9580 -0.5561 -0.0258
H 4.0062 -0.6565 1.4361
H 3.1541 0.0933 3.4178
H 1.4077 -0.2622 3.4262
H 1.9628 1.4111 3.2905
Cl -6.3257 -3.0219 -3.0102
C -5.2366 -2.0524 -2.0843
C -3.8787 -2.2663 -2.1781
C -3.0181 -1.5053 -1.4041
Cl -1.3363 -1.9024 -1.5465
C -3.4569 -0.4838 -0.5387
O -2.7075 0.2648 0.2084
C -4.8685 -0.3102 -0.4992
Cl -5.5015 0.9050 0.5429
C -5.7409 -1.0799 -1.2407
H -3.4767 -3.0179 -2.8391
H -6.8004 -0.9071 -1.1528
Se -0.7838 1.3803 4.6938
Sb -1.8077 2.9696 3.1095
Se -0.7148 2.8356 0.7045
Se -1.3059 5.2906 3.7545
Se -4.2220 2.6427 3.0757
O 1.6128 0.0172 -1.6487
P 1.1173 0.6458 -2.8993
C 0.1923 -0.4313 -4.0677
C 0.4840 -1.7850 -3.9618
C -0.1382 -2.6972 -4.7928
C -1.0365 -2.2561 -5.7526
C -1.3250 -0.9070 -5.8660
C -0.7136 0.0045 -5.0244
C 1.1507 2.4765 -3.0231
C 1.4493 3.1670 -1.8551
C 1.3786 4.5478 -1.8214
C 1.0200 5.2465 -2.9617
C 0.7531 4.5620 -4.1361
C 0.8200 3.1824 -4.1732
C 2.6991 0.5076 -3.9835
C 3.8973 0.6498 -3.2947
C 5.1161 0.4944 -3.9272
C 5.1566 0.2119 -5.2831
C 3.9722 0.1212 -5.9963
C 2.7561 0.2691 -5.3508
H 1.1939 -2.1043 -3.2094
H 0.0705 -3.7561 -4.6941
H -1.5069 -2.9646 -6.4218
H -2.0314 -0.5636 -6.6111
H -0.9544 1.0529 -5.1010
H 1.7324 2.6053 -0.9731
H 1.5692 5.0760 -0.9006
H 0.9464 6.3245 -2.9341
H 0.4766 5.1134 -5.0245
H 0.6053 2.6491 -5.0876
H 3.8625 0.8574 -2.2336
H 6.0340 0.5802 -3.3578
H 6.1071 0.0714 -5.7837
H 3.9888 -0.0818 -7.0616
H 1.8394 0.1747 -5.9203
S -2.1059 1.5812 -2.6834
C -0.7152 1.0651 -2.0938
```

Computed properties:
Net charge: -2
Multiplicity: 2
Energy above the lowest of the compared OMol25 structures with the same formula, charge and spin: 60.0 kcal/mol

The following is a quantum chemistry calculation of a molecular structure, C8H11NO2, from the Open Molecules 2025 dataset.

Geometry as XYZ:
```
22
C8H11NO2 the ωB97M-V functional and the def2-TZVPD basis
C 3.0016 -0.1097 -0.8218
C 2.7445 0.8457 0.1388
C 0.8408 -0.2173 -0.3024
C -1.4404 0.6553 -0.3600
C -1.1131 2.0364 0.3149
C -1.0550 -0.7825 1.6896
C -0.8471 -1.7911 -1.0642
C -0.5398 -0.5354 -0.2235
N 1.7993 -0.7524 -1.0104
O -2.3670 0.4781 -1.0952
O 1.4158 0.8050 0.4715
H 3.9489 -0.3336 -1.2605
H 3.4020 1.5821 0.4631
H -0.6704 2.6610 -0.4660
H -0.6997 1.8135 1.2751
H -2.1861 2.4231 0.4293
H -1.9819 -1.3052 1.5045
H -0.8990 0.1819 2.1810
H -0.2461 -1.5217 1.9696
H -1.9799 -1.7433 -1.2471
H -0.6248 -2.7016 -0.5014
H -0.5026 -1.6883 -2.0845
```

Computed properties:
Energy above the lowest of the compared OMol25 structures with the same formula, charge and spin: 79.4 kcal/mol

The following is a quantum chemistry calculation of a gas-phase ion, C7H14N (charge +1), from the Open Molecules 2025 dataset.

Geometry as XYZ:
```
22
C7H14N the ωB97M-V functional and the def2-TZVPD basis
C -1.8109 -0.8249 -0.7390
C -2.2357 0.1975 0.3067
C -1.1269 1.1999 0.7328
C 0.0616 0.6883 1.3718
C 1.2099 0.4104 0.6057
C 2.1296 -0.5817 0.6221
C 3.4982 -0.4758 0.0453
N -1.5127 -0.3176 -2.0550
H -2.6706 -1.5122 -0.6884
H -0.8869 -1.2661 -0.3434
H -2.5952 -0.2749 1.2281
H -3.1032 0.7840 -0.0160
H -1.6664 1.9646 1.3071
H 0.1658 0.7897 2.4508
H 1.3647 1.1574 -0.1860
H 1.9750 -1.4285 1.2930
H 4.3687 -0.4605 0.6993
H 3.5169 0.3983 -0.6231
H 3.6457 -1.2607 -0.6959
H -0.8147 1.7962 -0.1474
H -2.3348 0.0737 -2.5059
H -1.1782 -1.0572 -2.6627
```

Computed properties:
Net charge: +1
Energy above the lowest of the compared OMol25 structures with the same formula, charge and spin: 57.7 kcal/mol

The following is a quantum chemistry calculation of a molecular structure, C12H26Cl3Ge2N2O3PPdSSe, from the Open Molecules 2025 dataset.

Geometry as XYZ:
```
52
C12H26Cl3Ge2N2O3PPdSSe the ωB97M-V functional and the def2-TZVPD basis
Pd 0.3273 0.3649 -0.8632
C 3.3906 -0.9428 2.8230
C 2.4916 -1.6886 1.8750
O 1.1167 -1.1913 1.9791
P 0.3267 -0.0178 1.3595
O -1.1368 -0.2021 1.8524
C -1.8831 -1.4678 1.8357
C -1.9711 -2.0124 3.2369
O 0.7918 1.3285 1.9704
C 0.5980 1.6329 3.4037
C 1.8091 2.3795 3.8886
H 4.3967 -1.3574 2.7526
H 3.0525 -1.0454 3.8535
H 3.4422 0.1121 2.5522
H 2.3938 -2.7447 2.1113
H 2.8208 -1.5856 0.8453
H -1.3847 -2.1608 1.1573
H -2.8563 -1.2062 1.4283
H -0.9810 -2.2395 3.6310
H -2.5522 -2.9348 3.2241
H -2.4692 -1.3044 3.8974
H 0.4375 0.6979 3.9404
H -0.3075 2.2337 3.4538
H 2.6955 1.7478 3.8949
H 1.6272 2.7230 4.9074
H 1.9961 3.2534 3.2662
S 4.2348 -0.7983 -1.8643
C 3.2687 0.0610 -0.9859
N 2.5145 0.7163 -0.2991
Se 0.6712 -2.0205 -1.0649
C -0.9582 -2.7172 -1.5120
N -1.9936 -3.1492 -1.7758
C -3.6752 -0.5210 -3.4968
Ge -1.8778 0.2270 -3.3105
C -1.8230 2.0931 -3.9021
C -0.6037 -0.9046 -4.2723
C -1.6576 0.1932 -1.3042
H -3.9066 -0.5923 -4.5608
H -4.4271 0.1144 -3.0303
H -3.7247 -1.5199 -3.0661
H -1.0772 2.2305 -4.6837
H -1.5856 2.7749 -3.0864
H -2.7986 2.3656 -4.3035
H -0.6106 -0.5750 -5.3125
H -0.9297 -1.9432 -4.2403
H 0.4220 -0.8409 -3.9127
H -2.0629 -0.7155 -0.8706
H -2.1021 1.0697 -0.8323
Cl 2.8249 4.7135 -1.9720
Ge 2.1678 2.8036 -1.1301
Cl -0.0525 2.8115 -0.4685
Cl 1.5904 1.7513 -3.0192
```

Computed properties:
Net charge: +1
Multiplicity: 2
Energy above the lowest of the compared OMol25 structures with the same formula, charge and spin: 43.2 kcal/mol

The following is a quantum chemistry calculation of a molecular structure, C43H51N6SSn, from the Open Molecules 2025 dataset.

Geometry as XYZ:
```
102
C43H51N6SSn the ωB97M-V functional and the def2-TZVPD basis
Sn 0.4350 0.8395 0.1419
C -0.8975 2.4588 -5.5324
C -1.1533 0.9656 -5.3051
C -0.4309 0.4418 -4.1090
C 0.7334 -0.3216 -4.0713
C 1.5630 -0.8023 -5.2125
C 2.7067 0.1664 -5.5273
C 1.0320 -0.5164 -2.7263
C 2.0369 -1.2138 -2.2815
C 2.3507 -1.4514 -0.8913
C 3.4441 -2.2350 -0.4332
C 4.4882 -2.8344 -1.3163
C 5.6157 -1.8414 -1.6146
C 3.3776 -2.2728 0.9566
C 2.2513 -1.5360 1.3140
C 1.7898 -1.4017 2.5463
C 0.6028 -0.6731 2.9387
N -0.2511 -0.0583 2.0760
C -1.2094 0.5608 2.8833
C -2.2363 1.2926 2.4223
C -2.4972 1.6222 1.0521
N -1.7207 1.2262 -0.0006
C -2.3925 1.6784 -1.1548
C -1.9986 1.4315 -2.3884
C -0.8233 0.6954 -2.7654
N 0.0499 0.1117 -1.8966
C -3.5696 2.3487 -0.8059
C -3.6430 2.3199 0.5818
C -4.6823 2.9212 1.4643
C -4.2395 4.2798 2.0120
C -4.5228 2.9585 -1.7764
C -4.0029 4.2798 -2.3502
C -0.9647 0.2981 4.2390
C 0.1799 -0.4937 4.2784
C 0.9214 -0.9806 5.4791
C 2.0288 -0.0040 5.8839
C -1.7587 0.8475 5.3762
C -1.4592 2.3314 5.6169
N 1.6088 -1.0138 0.1561
C 4.3360 -2.8939 1.9168
C 5.2593 -1.8440 2.5443
H -1.4617 2.8124 -6.3940
H 0.1590 2.6467 -5.7173
H -1.1935 3.0500 -4.6670
H -0.8344 0.4108 -6.1880
H -2.2259 0.7907 -5.1938
H 0.9302 -0.9168 -6.0934
H 1.9695 -1.7885 -4.9900
H 2.3185 1.1533 -5.7737
H 3.2883 -0.1929 -6.3745
H 3.3758 0.2735 -4.6750
H 2.6859 -1.6643 -3.0173
H 4.0374 -3.1681 -2.2517
H 4.9019 -3.7217 -0.8349
H 5.2280 -0.9465 -2.1012
H 6.3594 -2.2909 -2.2706
H 6.1130 -1.5355 -0.6959
H 2.3565 -1.8810 3.3319
H -2.9375 1.6596 3.1577
H -2.6259 1.8048 -3.1838
H -4.9037 2.2448 2.2913
H -5.6087 3.0407 0.9022
H -3.3086 4.1930 2.5714
H -4.9995 4.6912 2.6738
H -4.0763 4.9866 1.2000
H -5.4769 3.1340 -1.2789
H -4.7182 2.2555 -2.5884
H -3.8374 5.0062 -1.5556
H -4.7233 4.6992 -3.0508
H -3.0603 4.1403 -2.8766
H 1.3536 -1.9624 5.2827
H 0.2240 -1.1027 6.3088
H 2.7551 0.1189 5.0803
H 2.5529 -0.3655 6.7665
H 1.6138 0.9769 6.1115
H -1.5293 0.2840 6.2811
H -2.8250 0.7149 5.1823
H -0.4117 2.4774 5.8788
H -2.0713 2.7168 6.4305
H -1.6624 2.9260 4.7276
H 4.9351 -3.6403 1.3945
H 3.7918 -3.4192 2.7026
H 5.8353 -1.3307 1.7763
H 5.9557 -2.3099 3.2395
H 4.6867 -1.0923 3.0854
S 1.4037 2.3330 2.0585
C 2.0309 3.7933 1.5172
N 2.4683 4.8023 1.1671
N -2.2046 -1.8829 0.1353
C -1.7894 -2.9782 -0.5111
C -0.7278 -3.7509 0.0096
C -0.3466 -4.9102 -0.6152
C -0.9938 -5.3430 -1.7753
C -2.0103 -4.5598 -2.3236
C -2.4028 -3.3928 -1.7160
H -2.8860 -1.2783 -0.2730
H -1.6883 -1.5591 0.9289
H -0.2216 -3.4114 0.9047
H 0.4599 -5.4984 -0.1997
H -0.7041 -6.2712 -2.2467
H -2.4995 -4.8782 -3.2336
H -3.1822 -2.7811 -2.1523
```

Computed properties:
Energy: -71021.8628 eV
Net charge: +1

The following is a quantum chemistry calculation of 7 unconnected molecules or ions with the total composition C30H71N9O7, from the Open Molecules 2025 dataset.

Geometry as XYZ:
```
117
C30H71N9O7 the ωB97M-V functional and the def2-TZVPD basis
C 0.0332 1.6575 -18.0900
C 1.0876 1.6026 -16.9688
C 0.4299 1.8976 -15.6083
C 1.6703 0.1883 -16.8698
C 2.6077 -0.1674 -18.0013
C 3.7213 0.8344 -18.1994
C 3.2284 2.3181 -18.2434
C 4.4619 3.1156 -17.8745
C 2.8101 2.6824 -19.6881
N 2.1783 2.5854 -17.2530
O 1.6573 3.8851 -17.4010
H -0.1116 2.5824 -18.6444
H 0.2013 0.8562 -18.8183
H -0.9441 1.3050 -17.7384
H 0.0684 2.9278 -15.7192
H -0.4967 1.3463 -15.4371
H 1.0155 1.8615 -14.6927
H 2.1880 0.0747 -15.9106
H 0.8899 -0.5715 -16.7736
H 2.9852 -1.1910 -17.9205
H 2.0181 -0.2336 -18.9276
H 4.2326 0.5808 -19.1242
H 4.3390 0.7659 -17.3017
H 5.1468 3.2629 -18.7164
H 4.9683 2.7922 -16.9665
H 4.2549 4.1752 -17.6612
H 1.7671 2.4548 -19.8994
H 3.3774 2.0589 -20.3811
H 3.0320 3.7376 -19.8413
H 0.9005 3.7996 -18.0046
C -3.2384 5.4658 -27.4136
C -2.4631 6.7131 -27.0329
C -2.6145 7.7246 -28.1994
C -3.0789 7.3417 -25.7792
C -2.7531 6.5923 -24.4839
C -1.2628 6.2834 -24.3605
C -0.4640 5.8642 -25.6057
C 0.9769 6.3135 -25.3871
C -0.4778 4.3390 -25.7696
N -1.0143 6.6042 -26.7653
O -0.3110 6.2484 -27.9374
H -3.1716 4.6841 -26.6526
H -4.2967 5.6643 -27.5843
H -2.8952 4.9798 -28.3334
H -2.8302 7.1791 -29.1186
H -3.4967 8.3446 -28.0145
H -1.7816 8.4046 -28.3568
H -2.8082 8.3960 -25.7090
H -4.1618 7.2765 -25.9236
H -3.1200 7.2013 -23.6536
H -3.3451 5.6751 -24.4144
H -1.0818 5.5490 -23.5710
H -0.7455 7.1359 -23.9080
H 1.1851 7.3771 -25.4898
H 1.6466 5.8013 -26.0891
H 1.4204 5.9687 -24.4474
H -1.4941 4.0067 -25.9877
H -0.2148 3.8268 -24.8425
H 0.2336 4.0002 -26.5232
H -0.6435 5.3778 -28.2235
C 7.1858 7.1994 -23.5746
C 5.7605 6.7686 -23.1624
C 4.9669 6.4559 -24.4127
C 5.8861 5.4804 -22.3694
C 6.4111 5.6750 -20.9394
C 5.5064 6.6606 -20.2128
C 5.2510 8.0102 -20.9317
C 4.0193 8.6139 -20.2828
C 6.5319 8.8303 -20.6741
N 5.0537 7.8158 -22.3911
O 5.0416 9.0571 -23.0720
H 7.9472 7.1866 -22.7970
H 7.4951 6.6009 -24.4314
H 7.1977 8.2205 -23.9734
H 4.7252 7.3198 -25.0286
H 5.3858 5.6413 -25.0136
H 4.0428 5.9237 -24.1554
H 4.9569 4.9217 -22.2035
H 6.4797 4.7863 -22.9692
H 6.2989 4.7179 -20.4264
H 7.4734 5.9261 -20.9667
H 5.9380 6.8669 -19.2333
H 4.5789 6.0972 -20.0715
H 3.1297 8.0762 -20.6125
H 3.8231 9.6581 -20.5267
H 4.0173 8.4650 -19.2018
H 6.6082 9.7728 -21.2207
H 7.4492 8.2912 -20.9101
H 6.5072 9.0648 -19.6083
H 5.9762 9.3271 -23.0909
N 1.1581 5.9318 -20.8517
C -0.1115 5.4700 -20.7945
N -1.0328 6.4154 -21.0201
O -0.3205 4.2803 -20.4747
H 1.9667 5.3701 -20.6705
H 1.3309 6.9127 -20.9979
H -2.0136 6.2449 -20.8470
H -0.8525 7.4070 -21.0654
N -0.0805 9.7035 -23.4570
C 1.0187 9.2486 -22.7861
N 2.1836 9.2511 -23.4835
O 0.9670 8.8756 -21.6032
H 0.0227 9.6538 -24.4560
H -0.9798 9.6251 -23.0250
H 2.1063 9.4593 -24.4599
H 3.0296 8.8941 -23.0594
N -4.0465 7.7699 -20.3191
C -3.9746 6.4636 -19.9364
N -4.1746 5.5696 -20.9662
O -3.5950 6.1122 -18.8254
H -3.8151 8.5210 -19.7000
H -4.4209 7.8695 -21.2445
H -3.8779 4.6198 -20.7443
H -4.6997 5.6795 -21.8116
O -2.8928 3.0165 -20.8532
H -2.0682 3.5530 -20.8966
H -2.7726 2.4617 -20.0762
```

Computed properties:
Energy: -60004.5469 eV
SMILES string: CC1(C)CCCC(C)(C)N1O.CC1(C)CCCC(C)(C)N1O.CC1(C)CCCC(C)(C)N1O.NC(N)=O.NC(N)=O.NC(N)=O.O

The following is a quantum chemistry calculation of 2 unconnected molecules or ions with the total composition C3H9N2O2, from the Open Molecules 2025 dataset.

Geometry as XYZ:
```
16
C3H9N2O2 the ωB97M-V functional and the def2-TZVPD basis
C -0.2099 1.8476 -0.3165
C 2.9738 -0.3175 0.6796
C -1.6366 -1.7489 -0.5584
N -0.6779 1.1272 0.8073
N -1.3318 0.0940 0.7377
O 1.8461 0.0490 0.4744
O -1.4558 -0.3802 -0.4778
H -0.9380 1.6869 -1.1094
H 0.7567 1.4795 -0.6757
H -0.2540 2.9317 -0.0696
H 3.6830 0.3884 1.0661
H -0.8312 1.6218 1.7129
H 3.3143 -1.4064 0.4376
H -0.7724 -2.2993 -0.1299
H -1.7663 -1.9606 -1.6222
H -2.5484 -2.0527 -0.0266
```

Computed properties:
Net charge: +1
Energy above the lowest of the compared OMol25 structures with the same formula, charge and spin: 124.7 kcal/mol

The following is a quantum chemistry calculation of 4 unconnected molecules or ions with the total composition C3H13NO4, from the Open Molecules 2025 dataset.

Geometry as XYZ:
```
21
C3H13NO4 the ωB97M-V functional and the def2-TZVPD basis
C -0.6783 -0.0177 -1.2174
N 0.1597 -1.0832 -0.4904
C -0.2572 -1.1659 0.8785
C 0.2641 -0.0416 1.7104
O -2.0930 -0.2444 -1.2183
H -0.5548 0.9018 -0.6093
H -0.2515 0.1180 -2.1832
H -1.3165 -0.9273 0.8196
H -0.2200 -2.1671 1.3522
H -0.0867 -0.1627 2.7374
H 1.3672 -0.0680 1.7149
H -0.0729 0.9178 1.3127
H 2.5153 0.4286 -0.3603
H 2.1120 2.2434 -0.8462
O 1.4980 1.4478 -0.8861
H 0.2412 -1.9271 -1.0199
H 4.0960 -0.1175 -0.1552
O 3.1778 -0.2078 0.2091
H -3.1508 1.4761 0.8808
H -2.5164 0.2549 -0.3340
O -2.4891 0.7497 0.8821
```

Computed properties:
Net charge: +1
Multiplicity: 2
Energy above the lowest of the compared OMol25 structures with the same formula, charge and spin: 141.8 kcal/mol

The following is a quantum chemistry calculation of a molecular structure, H12MnO6, from the Open Molecules 2025 dataset.

Geometry as XYZ:
```
19
H12MnO6 the ωB97M-V functional and the def2-TZVPD basis
Mn -24.8493 -19.4639 -15.8096
O -23.3962 -17.9134 -15.7934
H -22.7938 -17.8164 -16.5308
H -23.3167 -17.0917 -15.3088
O -25.1780 -18.8595 -13.7470
H -25.9298 -18.4622 -13.3074
H -24.4343 -18.6590 -13.1788
O -26.5078 -21.0320 -15.9971
H -26.1634 -21.8075 -15.5541
H -27.1145 -21.3789 -16.6513
O -24.1719 -19.9930 -17.7763
H -24.2844 -19.2703 -18.3938
H -23.8720 -20.7249 -18.3155
O -23.8765 -21.1103 -15.1095
H -22.9657 -21.1874 -14.8257
H -24.1163 -21.9937 -15.3895
O -26.5920 -18.3597 -16.5319
H -27.0222 -18.1962 -17.3712
H -27.3117 -18.5001 -15.9166
```

Computed properties:
Net charge: +1
Multiplicity: 7
Energy above the lowest of the compared OMol25 structures with the same formula, charge and spin: 1.2 kcal/mol

One value per record, in order, for molar mass: 1299.564, 153.181, 112.196, 746.351, 802.701, 669.954, 105.117, 127.140, 163.028 g mol⁻¹.